{
  "formula": "C37H55FO33P",
  "method": "ωB97M-V with the def2-TZVPD basis set",
  "total_charge": -1,
  "spin_multiplicity": 1,
  "max_force_ev_per_a": 3.8,
  "orbital_gap_ev": 5.7,
  "homo_energy_ev": -4.2,
  "energy_ha": -4367.1053,
  "species": ["C", "C", "C", "F", "C", "O", "P", "O", "C", "C", "C", "O", "H", "H", "H", "H", "H", "H", "H", "H", "H", "H", "H", "H", "H", "H", "H", "C", "C", "O", "C", "O", "O", "H", "H", "H", "H", "C", "C", "O", "C", "O", "O", "H", "H", "H", "H", "C", "C", "O", "C", "O", "O", "H", "H", "H", "H", "C", "C", "O", "C", "O", "O", "H", "H", "H", "H", "C", "C", "O", "C", "O", "O", "H", "H", "H", "H", "C", "C", "O", "C", "O", "O", "H", "H", "H", "H", "C", "C", "O", "C", "O", "O", "H", "H", "H", "H", "C", "C", "O", "C", "O", "O", "H", "H", "H", "H", "C", "C", "O", "C", "O", "O", "H", "H", "H", "H", "C", "C", "O", "C", "O", "O", "H", "H", "H", "H"],
  "xyz": [[5.228, -0.584, -1.443], [5.222, 0.763, -2.192], [4.169, 0.902, -3.306], [4.872, 1.294, -4.494], [3.089, 1.980, -3.070], [3.548, 3.126, -2.412], [2.676, 3.258, -0.859], [1.271, 2.578, -1.658], [1.677, 1.546, -2.531], [1.551, 0.226, -1.723], [0.443, -0.677, -2.234], [-0.454, -1.143, -1.478], [5.600, -1.405, -2.076], [5.930, -0.508, -0.595], [4.257, -0.842, -1.006], [6.213, 0.892, -2.655], [5.113, 1.574, -1.456], [3.697, -0.058, -3.571], [2.870, 2.317, -4.106], [2.009, 3.236, 0.407], [3.204, 1.934, -0.514], [3.912, 3.791, -0.259], [2.322, 4.614, -1.166], [0.995, 1.580, -3.392], [1.271, 0.495, -0.694], [2.498, -0.321, -1.686], [0.394, -0.917, -3.323], [-0.548, 1.214, 3.360], [0.018, 0.530, 2.134], [1.215, 1.288, 1.906], [1.593, 1.854, 3.056], [2.635, 2.406, 3.215], [0.630, 1.722, 4.003], [-1.084, 0.543, 4.024], [-1.190, 2.060, 3.101], [0.283, -0.510, 2.315], [-0.636, 0.587, 1.267], [-0.025, 6.356, -2.765], [-1.535, 6.286, -2.847], [-1.862, 5.495, -1.697], [-0.843, 5.603, -0.809], [-0.889, 5.208, 0.312], [0.210, 6.228, -1.362], [0.395, 7.289, -3.132], [0.454, 5.517, -3.274], [-2.011, 7.265, -2.738], [-1.872, 5.813, -3.765], [-3.872, -3.664, -0.994], [-2.392, -3.369, -1.071], [-1.838, -4.403, -0.238], [-2.703, -5.426, -0.188], [-2.477, -6.499, 0.274], [-3.893, -5.083, -0.748], [-4.407, -3.430, -1.911], [-4.352, -3.156, -0.155], [-1.993, -3.483, -2.080], [-2.128, -2.389, -0.698], [5.684, 3.302, 3.727], [6.279, 4.682, 3.572], [7.688, 4.424, 3.670], [7.901, 3.132, 3.327], [8.978, 2.655, 3.153], [6.737, 2.465, 3.218], [4.766, 3.169, 3.164], [5.505, 3.038, 4.771], [6.067, 5.116, 2.594], [5.968, 5.376, 4.349], [-0.803, 2.065, -6.652], [-0.887, 1.988, -5.143], [-0.899, 3.385, -4.782], [-1.345, 4.088, -5.839], [-1.605, 5.252, -5.839], [-1.438, 3.311, -6.938], [-1.324, 1.252, -7.151], [0.226, 2.112, -7.014], [-1.809, 1.529, -4.791], [-0.038, 1.486, -4.689], [-5.354, -6.112, -3.595], [-4.813, -6.973, -4.715], [-5.026, -6.147, -5.864], [-5.087, -4.856, -5.455], [-5.091, -3.918, -6.179], [-5.146, -4.790, -4.103], [-4.827, -6.245, -2.654], [-6.424, -6.261, -3.434], [-3.744, -7.166, -4.613], [-5.339, -7.918, -4.826], [0.583, -3.002, 6.654], [0.374, -1.506, 6.574], [0.295, -1.288, 5.160], [-0.099, -2.445, 4.576], [-0.428, -2.550, 3.440], [-0.073, -3.463, 5.462], [0.129, -3.459, 7.531], [1.641, -3.260, 6.596], [-0.562, -1.178, 7.033], [1.200, -0.938, 6.993], [-4.614, 2.442, 0.026], [-3.270, 1.946, 0.516], [-2.799, 1.206, -0.615], [-3.411, 1.676, -1.718], [-3.110, 1.375, -2.827], [-4.420, 2.516, -1.390], [-4.885, 3.418, 0.420], [-5.421, 1.733, 0.228], [-2.570, 2.757, 0.716], [-3.336, 1.299, 1.388], [5.264, -4.286, 3.596], [4.921, -5.582, 4.301], [4.562, -5.129, 5.613], [4.175, -3.838, 5.515], [3.650, -3.219, 6.387], [4.449, -3.342, 4.296], [5.015, -4.286, 2.539], [6.310, -4.004, 3.721], [4.060, -6.084, 3.857], [5.754, -6.278, 4.358], [-7.491, -1.621, 2.819], [-6.938, -2.220, 1.544], [-5.769, -1.430, 1.319], [-5.370, -0.908, 2.507], [-4.349, -0.338, 2.687], [-6.314, -1.123, 3.457], [-7.989, -2.346, 3.458], [-8.167, -0.785, 2.628], [-6.639, -3.263, 1.666], [-7.617, -2.138, 0.698]],
  "mulliken_charge": [-1.13, -0.47, 0.16, -0.47, -0.08, -0.64, 0.68, -0.12, 3.01, 1.60, -0.37, -0.40, 0.28, 0.38, 0.22, 0.48, 0.25, 0.43, 0.29, -0.21, -0.42, -0.21, -0.27, -2.61, -0.93, -0.55, 0.32, -0.28, 0.47, -0.25, 0.41, -0.63, -0.41, 0.28, 0.32, 0.04, -0.15, -0.11, -0.19, -0.32, 0.72, -0.58, -0.33, 0.36, 0.11, 0.28, 0.07, 0.35, -0.14, -0.31, 0.63, -0.59, -0.41, 0.37, -0.22, 0.11, 0.25, 0.05, -0.36, -0.35, 0.65, -0.56, -0.28, 0.15, 0.17, 0.30, 0.30, -0.49, 0.24, -0.10, 0.54, -0.59, -0.40, 0.34, 0.26, 0.15, -0.02, -0.13, -0.36, -0.34, 0.61, -0.52, -0.27, 0.21, 0.23, 0.27, 0.30, 0.13, -0.40, -0.19, 0.56, -0.46, -0.38, 0.31, -0.13, 0.27, 0.35, -0.37, 0.37, -0.02, 0.34, -0.55, -0.38, 0.33, 0.17, 0.19, -0.06, -0.32, -0.32, -0.32, 0.62, -0.62, -0.23, 0.30, 0.28, 0.27, 0.28, -0.37, -0.36, -0.18, 0.48, -0.47, -0.34, 0.30, 0.26, 0.30, 0.35]
}

---

{
  "formula": "C37H55N8O8P2S5Se2Y",
  "method": "ωB97M-V with the def2-TZVPD basis set",
  "de_lowest_kcal_mol": 55.5,
  "total_charge": -2,
  "spin_multiplicity": 1,
  "max_force_ev_per_a": 4.8,
  "orbital_gap_ev": 6.4,
  "homo_energy_ev": -3.1,
  "energy_ha": -9998.2737,
  "species": ["Y", "Se", "Se", "C", "C", "C", "C", "C", "N", "C", "C", "C", "C", "C", "N", "H", "H", "H", "H", "H", "H", "H", "H", "S", "C", "S", "S", "C", "N", "C", "C", "N", "N", "C", "N", "N", "H", "H", "H", "H", "H", "H", "H", "H", "H", "H", "H", "C", "C", "C", "O", "P", "S", "S", "O", "C", "C", "C", "H", "H", "H", "H", "H", "H", "H", "H", "H", "H", "H", "H", "H", "H", "O", "C", "N", "C", "O", "C", "C", "C", "C", "C", "C", "H", "H", "H", "H", "C", "C", "C", "C", "O", "P", "O", "O", "O", "C", "C", "C", "C", "H", "H", "H", "H", "H", "H", "H", "H", "H", "H", "H", "H", "H", "H", "H", "H", "H", "H"],
  "xyz": [[12.286, 11.847, 11.227], [7.992, 6.359, 16.668], [6.868, 7.423, 14.889], [7.009, 9.240, 15.424], [8.018, 10.002, 14.800], [8.212, 11.351, 15.267], [7.322, 11.782, 16.312], [6.332, 10.943, 16.763], [6.128, 9.700, 16.289], [9.802, 7.075, 16.414], [10.738, 6.769, 17.368], [12.050, 7.146, 17.209], [12.405, 7.855, 16.075], [11.355, 8.236, 15.206], [10.086, 7.774, 15.336], [8.676, 9.668, 13.974], [8.980, 12.001, 14.890], [7.672, 12.708, 16.791], [5.600, 11.336, 17.475], [10.396, 6.135, 18.206], [12.827, 6.917, 17.916], [13.436, 8.162, 15.956], [11.537, 8.922, 14.384], [10.759, 16.216, 12.677], [11.303, 14.727, 12.265], [12.776, 14.475, 11.342], [10.508, 13.226, 12.744], [14.419, 6.838, 11.818], [14.696, 8.215, 12.142], [15.554, 8.549, 13.277], [13.753, 9.145, 11.865], [13.303, 10.100, 12.552], [13.026, 8.664, 10.694], [11.768, 9.061, 10.212], [11.464, 8.610, 8.962], [10.994, 9.791, 10.913], [15.200, 6.280, 12.282], [14.468, 6.661, 10.706], [13.433, 6.448, 12.060], [15.793, 9.602, 13.192], [16.416, 7.882, 13.274], [15.017, 8.308, 14.229], [13.661, 10.195, 13.503], [13.625, 8.251, 9.990], [12.321, 8.352, 8.465], [10.849, 9.260, 8.392], [10.169, 9.896, 10.359], [18.697, 11.382, 13.760], [17.888, 11.716, 14.963], [18.650, 12.681, 15.913], [17.707, 10.399, 15.596], [16.517, 10.102, 16.706], [16.570, 8.175, 17.129], [14.848, 10.873, 16.110], [17.048, 10.968, 17.985], [16.546, 11.405, 19.231], [15.850, 12.739, 19.074], [15.535, 10.501, 19.870], [19.281, 12.250, 13.479], [18.038, 11.156, 12.840], [19.337, 10.533, 13.982], [16.865, 12.089, 14.739], [19.608, 12.250, 16.047], [18.100, 12.710, 16.860], [18.711, 13.672, 15.417], [17.437, 11.393, 19.807], [15.061, 12.611, 18.310], [16.544, 13.511, 18.662], [15.433, 13.082, 19.928], [14.706, 10.296, 19.164], [15.142, 10.864, 20.878], [15.926, 9.525, 20.155], [11.117, 12.068, 9.339], [10.156, 11.916, 8.550], [9.772, 10.776, 7.995], [8.839, 11.089, 6.981], [8.244, 10.302, 6.268], [8.756, 12.567, 6.888], [8.095, 13.408, 6.005], [8.189, 14.793, 6.247], [8.930, 15.292, 7.290], [9.643, 14.445, 8.145], [9.518, 13.095, 7.970], [7.648, 12.982, 5.117], [7.770, 15.491, 5.600], [9.062, 16.351, 7.331], [10.283, 14.779, 8.926], [12.912, 11.415, 6.356], [14.061, 12.296, 6.800], [13.608, 13.542, 7.711], [14.838, 12.699, 5.484], [15.100, 11.532, 7.456], [15.009, 10.666, 8.776], [16.393, 10.622, 9.309], [13.849, 11.126, 9.633], [14.522, 9.210, 8.215], [15.416, 8.269, 7.592], [16.485, 7.740, 8.530], [16.229, 8.911, 6.346], [14.392, 7.260, 7.006], [12.290, 11.879, 5.545], [12.360, 11.032, 7.215], [13.304, 10.460, 5.924], [13.035, 14.223, 7.109], [14.459, 14.076, 8.046], [12.981, 13.151, 8.500], [14.243, 13.387, 4.928], [14.843, 11.773, 4.899], [15.835, 13.057, 5.652], [16.989, 8.645, 8.823], [17.231, 7.119, 8.018], [16.052, 7.173, 9.351], [16.802, 9.719, 6.727], [15.518, 9.264, 5.646], [16.855, 8.075, 5.976], [13.839, 6.781, 7.849], [14.888, 6.459, 6.455], [13.644, 7.762, 6.367]],
  "mulliken_charge": [-0.13, -0.14, -0.06, -0.04, 0.09, -0.13, -0.50, -0.26, -0.57, 0.33, -0.34, -0.84, -0.08, -0.45, -0.21, 0.44, 0.34, 0.32, 0.35, 0.26, 0.48, 0.25, 0.54, -0.35, 0.14, -0.45, -0.35, -1.01, 0.78, -1.00, -0.05, 0.25, 0.53, 0.72, -0.61, -0.71, 0.51, 0.09, 0.23, 0.39, 0.34, 0.17, -0.16, -0.38, 0.25, 0.36, 0.30, -1.26, 0.66, -1.23, -0.34, 0.54, -0.57, -0.48, -0.31, 0.33, -1.23, -1.23, 0.42, 0.09, 0.33, 0.34, 0.34, 0.06, 0.41, 0.25, 0.20, 0.27, 0.59, 0.22, 0.38, 0.35, 1.03, -0.61, -0.09, -0.23, -0.73, 0.20, -0.54, -0.39, -0.81, -0.23, 0.30, 0.45, 0.43, 0.41, 0.53, -0.40, 1.35, -1.05, -1.91, -0.24, -0.61, -1.02, 0.74, 0.82, 1.22, -1.39, -1.74, -1.69, 0.54, -0.47, 0.04, 0.47, 0.43, -0.18, 0.44, 0.40, 0.39, 0.44, 0.42, 0.18, 0.44, 0.32, 0.54, 0.33, 0.43, 0.26]
}